{
  "formula": "C29H20N5O4Os",
  "method": "ωB97M-V/def2-TZVPD",
  "e_lumo_ev": [-11.641, -11.624],
  "mol_weight_g_mol": 692.74,
  "de_lowest_ev": 0.000,
  "charge": 3,
  "orbital_gap_ev": [5.86, 5.87],
  "largest_force_ev_per_a": 1.99,
  "energy_ev": -48474.9023,
  "multiplicity": 1,
  "species": ["Os", "C", "O", "C", "C", "C", "C", "C", "C", "N", "N", "C", "C", "O", "C", "C", "C", "C", "C", "C", "C", "C", "H", "H", "H", "H", "H", "H", "H", "H", "H", "H", "H", "H", "H", "O", "N", "O", "C", "C", "C", "C", "C", "C", "N", "C", "C", "N", "C", "C", "C", "C", "H", "H", "H", "H", "H", "H", "H"],
  "coordinates": [[-0.7339, -0.6068, -1.4401], [-3.5533, -1.9896, -2.2786], [-2.7636, -1.1680, -1.3483], [-3.2751, -0.8598, -0.1019], [-4.6055, -0.7354, 0.2226], [-4.8976, -0.3932, 1.5405], [-3.8936, -0.2238, 2.5032], [-2.5658, -0.3938, 2.1754], [-2.2596, -0.6835, 0.8440], [-0.9740, -0.9149, 0.3161], [-0.0392, -1.1960, 1.2132], [0.9715, -1.9664, 0.9033], [1.0196, -2.7281, -0.4035], [0.1989, -2.4431, -1.3164], [1.9601, -3.7680, -0.5727], [2.8788, -3.9847, 0.4044], [2.9501, -3.2145, 1.6266], [3.9258, -3.4911, 2.5666], [3.9612, -2.7811, 3.7726], [3.0221, -1.7970, 4.0326], [2.0291, -1.5151, 3.1022], [1.9889, -2.2066, 1.8899], [-4.3991, -1.4054, -2.6301], [-3.8680, -2.8879, -1.7535], [-2.8848, -2.2280, -3.0993], [-5.3945, -0.9085, -0.4963], [-5.9328, -0.2537, 1.8234], [-4.1661, 0.0426, 3.5149], [-1.7760, -0.2835, 2.9041], [1.9307, -4.3557, -1.4796], [3.6096, -4.7747, 0.2680], [4.6622, -4.2605, 2.3722], [4.7251, -3.0093, 4.5039], [3.0542, -1.2508, 4.9653], [1.2826, -0.7632, 3.3186], [-0.3723, 6.2215, -0.1493], [0.7216, 5.7797, -0.4264], [1.7716, 6.3536, -0.3136], [0.7755, 4.3708, -0.9145], [2.0040, 3.8486, -1.0932], [2.1591, 2.4646, -1.4381], [3.3948, 1.8640, -1.7563], [3.4342, 0.5303, -2.0891], [2.2606, -0.2218, -2.0438], [1.0865, 0.3203, -1.7097], [1.0291, 1.6618, -1.4591], [-0.2759, 2.2396, -1.3352], [-1.3274, 1.3824, -1.5354], [-2.5520, 1.8883, -1.6389], [-2.7924, 3.2564, -1.5245], [-1.7583, 4.1165, -1.2556], [-0.4377, 3.6091, -1.1374], [2.8711, 4.4822, -0.9566], [4.2983, 2.4619, -1.7656], [4.3554, 0.0522, -2.3905], [2.2581, -1.2766, -2.2836], [-3.3536, 1.1906, -1.8324], [-3.7981, 3.6288, -1.6590], [-1.9403, 5.1743, -1.1554]],
  "forces_ev_per_a": [[0.22, -0.23, -1.45], [0.00, 0.03, 0.10], [-0.23, -0.10, -0.21], [0.17, -0.01, -0.07], [-0.02, -0.01, 0.15], [0.05, 0.00, 0.01], [-0.11, 0.00, -0.07], [0.05, -0.02, -0.07], [-0.22, -0.34, 0.15], [-0.41, 1.31, 1.44], [0.62, -0.65, 0.17], [-0.31, 0.30, 0.05], [-0.10, 0.00, -0.08], [0.13, -0.04, -0.59], [-0.11, -0.03, 0.20], [0.08, 0.03, 0.06], [-0.17, 0.01, -0.09], [0.10, 0.05, 0.22], [0.06, -0.07, -0.15], [-0.02, -0.01, 0.00], [-0.03, -0.01, -0.13], [0.24, -0.21, 0.19], [-0.01, -0.02, -0.03], [-0.03, 0.00, -0.02], [-0.01, -0.01, -0.01], [0.00, 0.04, 0.00], [0.00, -0.05, 0.03], [-0.01, -0.02, 0.00], [-0.01, 0.02, 0.01], [-0.03, 0.02, -0.02], [0.03, 0.03, 0.01], [-0.02, -0.02, 0.01], [0.00, 0.01, 0.00], [-0.01, -0.02, 0.01], [0.03, 0.03, -0.01], [0.00, -0.05, 0.01], [-0.03, 0.13, -0.02], [0.02, -0.03, -0.06], [-0.10, -0.03, 0.00], [0.00, -0.11, -0.03], [0.09, 0.09, 0.03], [0.00, 0.06, 0.01], [-0.06, -0.08, -0.04], [0.02, 0.07, 0.03], [0.05, 0.01, 0.29], [-0.18, -0.04, -0.05], [0.01, -0.08, 0.00], [0.14, 0.00, -0.07], [0.05, 0.00, -0.01], [-0.05, -0.06, -0.01], [0.07, 0.01, 0.05], [0.05, 0.10, -0.01], [0.00, 0.00, 0.01], [0.00, 0.00, 0.01], [0.01, 0.00, 0.03], [0.03, 0.00, -0.01], [-0.03, 0.02, -0.01], [0.00, 0.00, 0.03], [0.00, 0.01, 0.00]],
  "lowdin_charge": [1.5860, 0.0607, -0.2869, -0.2338, 0.0349, 0.0184, -0.0077, 0.0370, -0.1598, -0.1448, 0.1717, -0.0635, -0.2687, -0.0993, 0.0325, 0.0925, -0.1474, 0.0408, 0.0175, -0.0028, 0.0340, -0.1044, 0.1128, 0.1258, 0.1076, 0.1396, 0.1384, 0.1344, 0.1271, 0.1458, 0.1507, 0.1396, 0.1359, 0.1321, 0.1227, 0.1160, -0.3242, 0.1488, -0.0242, 0.1106, -0.0893, 0.0852, 0.0247, -0.0442, -0.0481, -0.1323, -0.1247, -0.0439, -0.0432, 0.0332, 0.0889, -0.0211, 0.1528, 0.1525, 0.1380, 0.1268, 0.1266, 0.1400, 0.1315]
}

***

{
  "formula": "C32H77N11O8",
  "method": "ωB97M-V/def2-TZVPD",
  "e_lumo_ev": 0.372,
  "mol_weight_g_mol": 744.04,
  "de_lowest_ev": 0.000,
  "orbital_gap_ev": 8.85,
  "largest_force_ev_per_a": 4.63,
  "energy_ev": -67204.1821,
  "smiles": "CC1(C)CCCC(C)(C)N1O.CC1(C)CCCC(C)(C)N1O.CC1(C)CCCC(C)(C)N1O.NC(N)=O.NC(N)=O.NC(N)=O.NC(N)=O.CO",
  "multiplicity": 1,
  "species": ["C", "C", "C", "C", "C", "C", "C", "C", "C", "N", "O", "H", "H", "H", "H", "H", "H", "H", "H", "H", "H", "H", "H", "H", "H", "H", "H", "H", "H", "H", "C", "C", "C", "C", "C", "C", "C", "C", "C", "N", "O", "H", "H", "H", "H", "H", "H", "H", "H", "H", "H", "H", "H", "H", "H", "H", "H", "H", "H", "H", "C", "C", "C", "C", "C", "C", "C", "C", "C", "N", "O", "H", "H", "H", "H", "H", "H", "H", "H", "H", "H", "H", "H", "H", "H", "H", "H", "H", "H", "H", "N", "C", "N", "O", "H", "H", "H", "H", "N", "C", "N", "O", "H", "H", "H", "H", "N", "C", "N", "O", "H", "H", "H", "H", "N", "C", "N", "O", "H", "H", "H", "H", "C", "O", "H", "H", "H", "H"],
  "coordinates": [[-3.8219, -5.6827, -0.6216], [-4.0431, -4.1997, -0.6767], [-2.6772, -3.5862, -0.7017], [-4.9159, -3.8830, -1.8860], [-5.4299, -2.4502, -2.0561], [-6.2591, -2.2506, -0.8338], [-5.4874, -2.4438, 0.4810], [-4.4214, -1.3721, 0.6402], [-6.4922, -2.4518, 1.6435], [-4.9694, -3.8292, 0.4382], [-4.2470, -4.0460, 1.6560], [-4.7556, -6.2252, -0.6960], [-3.1075, -6.0720, -1.3602], [-3.4346, -5.9288, 0.3537], [-2.1988, -3.6560, 0.2801], [-2.0192, -4.1453, -1.3853], [-2.6284, -2.5241, -0.9613], [-4.4021, -4.2384, -2.7751], [-5.8222, -4.4573, -1.8399], [-4.6360, -1.7278, -2.2484], [-6.0328, -2.4661, -2.9663], [-7.0784, -3.0157, -0.7844], [-6.7657, -1.2785, -0.7840], [-4.9584, -0.5688, 1.1618], [-4.1657, -0.9748, -0.3352], [-3.5103, -1.6583, 1.1414], [-7.0255, -3.3955, 1.6791], [-7.1978, -1.6457, 1.5223], [-6.1386, -2.2511, 2.6609], [-4.9552, -4.3859, 2.2354], [4.5379, -0.8520, 1.8215], [4.9579, 0.2479, 2.7309], [5.2391, -0.2853, 4.1500], [6.2495, 0.7285, 2.0422], [6.7350, 2.0957, 2.4718], [5.6268, 3.0984, 2.3228], [4.4197, 2.6218, 3.0669], [4.6406, 2.6034, 4.6842], [3.2706, 3.5635, 2.8418], [4.0177, 1.3191, 2.6026], [2.8407, 0.9481, 3.3070], [3.7558, -1.4619, 2.2685], [4.2156, -0.4914, 0.8362], [5.4111, -1.4967, 1.6970], [4.4521, -0.1605, 4.8685], [5.4480, -1.3170, 4.0098], [6.1224, 0.1221, 4.6146], [7.0347, -0.0108, 2.1969], [6.0350, 0.6694, 0.9921], [7.1351, 2.1125, 3.5063], [7.5138, 2.3624, 1.7981], [5.3693, 3.1339, 1.2486], [5.8259, 4.1579, 2.5435], [3.9119, 1.9157, 5.1157], [4.6349, 3.6016, 5.1686], [5.6811, 2.2970, 4.8907], [2.6817, 3.4649, 1.9151], [3.6529, 4.5851, 2.9290], [2.5142, 3.5234, 3.6461], [2.2135, 0.7286, 2.6104], [-0.2878, 5.2492, -2.9813], [-0.2681, 3.8392, -2.2945], [0.5512, 2.9037, -3.1509], [0.4379, 3.9310, -0.9837], [-0.3073, 4.6340, 0.1197], [-1.6730, 3.9827, 0.1890], [-2.4469, 3.8283, -1.0571], [-3.6182, 2.8281, -0.7183], [-3.0420, 5.0718, -1.6616], [-1.5668, 3.1371, -2.0224], [-2.2611, 3.0636, -3.2606], [0.7108, 5.4588, -3.3587], [-0.9708, 5.3331, -3.8251], [-0.4679, 6.0113, -2.2296], [0.2594, 2.7133, -4.2020], [1.5422, 3.3469, -3.1489], [0.7653, 1.9628, -2.6128], [0.7051, 2.9141, -0.5960], [1.3644, 4.4358, -1.2169], [0.1873, 4.3893, 1.0370], [-0.2310, 5.7147, -0.0478], [-2.3132, 4.4496, 0.9445], [-1.4811, 2.9990, 0.6198], [-3.2509, 1.8239, -0.4492], [-4.3180, 2.7720, -1.5259], [-4.1317, 3.2215, 0.1486], [-2.5772, 6.0226, -1.3526], [-4.0922, 5.0614, -1.4663], [-2.9753, 5.1204, -2.7316], [-2.5572, 2.1558, -3.2639], [3.4467, 1.7085, -0.8896], [3.2673, 1.0475, -2.0740], [2.9717, -0.3633, -1.9089], [3.5075, 1.4593, -3.1701], [3.2040, 1.2163, -0.0505], [3.5222, 2.7178, -0.8474], [2.4550, -0.5694, -2.7425], [2.5375, -0.6888, -1.0850], [0.2792, -1.6937, 3.2613], [0.7361, -2.9242, 2.9533], [0.8797, -3.6972, 4.0037], [1.1794, -3.1596, 1.8297], [0.1015, -1.3302, 4.1713], [0.4222, -1.0641, 2.5033], [0.9369, -3.2677, 4.9166], [1.3913, -4.5620, 3.9579], [-1.4601, -2.8001, -4.9656], [-0.3988, -1.9610, -4.6861], [0.4317, -1.7672, -5.7429], [-0.1565, -1.4763, -3.6119], [-2.2652, -2.7612, -4.3771], [-1.6313, -2.9949, -5.9222], [1.1915, -1.1481, -5.6138], [0.4523, -2.3393, -6.5542], [0.4706, -1.4044, -0.5670], [0.1066, -0.2703, -0.0654], [-0.7399, 0.3348, -0.9483], [0.4439, 0.1891, 0.9865], [0.9176, -2.1650, -0.0941], [0.1187, -1.6988, -1.4670], [-0.4745, 0.1707, -1.9083], [-0.9355, 1.3235, -0.7755], [1.7800, -5.0201, -0.7532], [0.3828, -4.8507, -0.4519], [2.3898, -4.2741, -0.1941], [2.1303, -6.0369, -0.5167], [1.8811, -4.8224, -1.8157], [0.2940, -4.4460, 0.4353]],
  "forces_ev_per_a": [[-0.12, -1.03, 0.33], [-1.55, 0.40, -0.21], [1.18, 0.91, 0.09], [0.79, 0.22, -1.23], [0.47, -1.12, -0.47], [-1.51, 0.45, 1.17], [0.34, -0.93, 0.05], [-0.98, 0.88, -0.15], [-0.08, 0.45, 0.39], [0.97, -0.41, -0.04], [-0.59, -0.18, 0.64], [-0.33, -0.13, -0.22], [-0.29, 0.36, 0.04], [0.36, -0.13, 0.36], [-0.12, -0.14, -0.02], [-0.26, 0.27, 0.14], [-0.17, -0.10, -0.15], [0.27, 0.03, -0.30], [-0.33, -0.71, 0.25], [0.03, 0.14, 0.39], [-0.21, 0.22, 0.08], [0.56, 0.57, -0.36], [0.15, 0.01, -0.08], [0.63, 0.17, 0.12], [0.27, 0.12, -0.12], [-0.01, -0.18, 0.41], [-0.23, -0.14, -0.19], [-0.54, 0.26, -0.39], [0.73, -0.24, -0.29], [0.67, 0.08, -0.24], [-0.64, -1.50, -0.10], [1.57, 0.41, -0.09], [0.25, 0.34, -0.41], [0.17, -0.04, 1.01], [0.29, 0.20, 0.49], [-0.27, 0.16, -1.04], [-1.02, 0.70, 2.69], [1.28, 0.52, -1.16], [-1.38, 1.26, 0.54], [-0.62, 0.11, -0.42], [-0.28, -0.18, 0.11], [-0.29, -0.11, -0.12], [0.13, -0.07, 0.29], [-0.18, -0.21, -0.23], [-0.64, -0.08, 0.00], [0.08, -1.15, 0.20], [0.40, 0.43, -0.04], [0.02, -0.14, 0.22], [0.05, 0.54, -0.75], [-0.09, -0.22, -0.59], [1.04, 0.32, -0.35], [-0.12, -0.13, 0.17], [0.35, -0.48, 0.47], [0.19, 0.35, 0.12], [-0.65, -0.35, -0.57], [-0.62, -0.39, 0.06], [0.62, -0.17, -0.02], [-0.02, 0.04, -0.31], [0.33, -0.33, -0.27], [-0.23, 0.01, -0.17], [-0.03, -0.56, 0.53], [-1.08, -0.51, -1.09], [1.16, -0.56, -0.14], [1.03, -0.77, 0.87], [-0.05, 0.17, -0.81], [0.19, 0.66, 1.94], [-0.91, -1.66, -1.15], [1.18, 0.32, 0.25], [0.21, 1.37, 0.16], [0.68, 0.85, -0.06], [-0.02, -0.05, -0.17], [0.15, -0.18, -0.07], [-0.13, -0.08, 0.18], [-0.38, 0.24, -0.13], [-0.18, 0.23, 0.74], [0.32, 0.10, -0.52], [-0.60, 0.11, -0.39], [-0.18, 0.57, -0.54], [0.58, 0.16, 0.22], [0.41, 0.25, 0.71], [-0.60, -0.07, 0.23], [0.01, 0.23, -0.08], [-0.05, -0.32, -0.13], [0.01, 0.35, -0.24], [-0.41, -0.15, -0.55], [-0.28, 0.12, 0.23], [-0.28, -0.38, 0.41], [-0.76, 0.51, 0.40], [0.13, -0.45, -0.51], [-0.12, -0.42, -0.23], [-0.24, 0.16, -0.23], [0.70, -2.41, 1.79], [0.89, 2.38, -1.29], [-0.21, 1.08, -1.15], [-0.07, 0.24, 0.38], [0.04, -0.44, -0.20], [-0.26, -0.79, -0.20], [-0.65, -0.10, 0.86], [-0.52, 0.15, -0.74], [1.48, 2.32, -0.61], [0.27, -2.43, 2.69], [-0.65, -0.90, -0.56], [-0.08, -0.15, 0.33], [-0.22, 1.00, -0.52], [-0.28, -0.06, -0.26], [-0.07, 0.03, -0.47], [0.59, 0.35, 0.47], [-0.18, -1.10, -1.20], [-0.14, 0.11, -0.27], [-0.24, 0.78, 1.53], [-0.14, -0.01, 0.41], [-0.29, -0.10, -0.61], [0.67, 0.40, 0.25], [-0.20, -0.31, -0.37], [1.38, -4.12, -1.60], [-1.47, 0.75, -1.76], [-0.76, 1.90, -0.15], [0.90, 1.26, 3.11], [0.22, 0.16, 0.97], [-0.20, 0.19, 0.00], [-0.36, -0.02, -0.21], [0.14, -0.43, -0.22], [-0.37, 0.64, 0.67], [0.35, 0.11, 0.39], [-0.28, -0.55, -0.32], [-0.11, 0.28, -0.06], [0.18, -0.12, -0.16], [0.35, -0.27, -0.50]],
  "lowdin_charge": [-0.0415, -0.5286, -0.0392, -0.1450, -0.1816, -0.1594, -0.5160, -0.0180, -0.0440, -0.0842, -0.0428, 0.0841, 0.0969, 0.0788, 0.0869, 0.0837, 0.0698, 0.1169, 0.1098, 0.1017, 0.1129, 0.1379, 0.1239, 0.0907, 0.0580, 0.0803, 0.0845, 0.0755, 0.0858, 0.1063, -0.0409, -0.5379, -0.0096, -0.1324, -0.1753, -0.1495, -0.5166, -0.0008, -0.0522, -0.0937, -0.0210, 0.0842, 0.0754, 0.0962, 0.0696, 0.0698, 0.0731, 0.1268, 0.1101, 0.1141, 0.1015, 0.1247, 0.1295, 0.0685, 0.0863, 0.0566, 0.0794, 0.0847, 0.0876, 0.0760, -0.0067, -0.5056, -0.0427, -0.1785, -0.1571, -0.1533, -0.5218, -0.0176, -0.0223, -0.0900, -0.0239, 0.0834, 0.0838, 0.0646, 0.1040, 0.0732, 0.0648, 0.1206, 0.1199, 0.0992, 0.1151, 0.1327, 0.1192, 0.0756, 0.0694, 0.0807, 0.0933, 0.0733, 0.0680, 0.0985, 0.1819, -0.6602, 0.1533, 0.0442, 0.0580, 0.1038, 0.0645, 0.0252, 0.1875, -0.6778, 0.1694, 0.0008, 0.1038, 0.0451, 0.1106, 0.1157, 0.1673, -0.6565, 0.1668, 0.0375, 0.0912, 0.0828, 0.0971, 0.0939, 0.1894, -0.7305, 0.1829, 0.0355, 0.0787, 0.0824, 0.0650, 0.0595, -0.1486, -0.1633, 0.0727, 0.0739, 0.0683, 0.0400]
}